Computed, not measured: a structure of composition C12H10BeBrN3 at a distorted geometry, with ωB97M-V with the def2-TZVPD basis set.

Output
HOMO-LUMO gap in Ha: 0.183
HOMO level in eV: 0.11
LUMO energy in eV: 5.08
Total charge: -2
E in eV: -87521.0576

Geometry (Å):
C1 1.1677 -0.0054 -2.4311
C2 0.6979 1.3054 -2.2588
C3 1.3387 1.9104 -1.0905
H1 -0.0606 1.7909 -2.8615
C4 2.2273 0.8500 -0.5803
C5 2.1339 -0.2777 -1.4037
H2 2.7633 -1.1745 -1.3632
H3 0.9227 -0.6837 -3.2495
H4 1.5479 2.9892 -0.9932
H5 2.8064 0.9098 0.3415
Be1 -0.1888 1.9344 -0.0962
Br1 -2.1808 2.3117 -0.7217
C6 -1.4721 -2.0098 0.9817
C7 -0.2698 -2.6767 0.5943
C8 -0.2914 -2.8307 -0.8272
H6 0.5275 -2.9975 1.2601
C9 -1.5078 -2.2714 -1.3159
C10 -2.2580 -1.8044 -0.1935
H7 -3.2405 -1.3506 -0.2378
H8 -1.7241 -1.6837 1.9879
H9 0.4900 -3.2808 -1.4286
H10 -1.8107 -2.2110 -2.3550
N1 -0.0256 1.3810 1.4185
C11 -0.1628 1.7842 2.5346
N2 -0.2199 2.4680 3.5636
C12 -0.4954 2.6429 4.8099
N3 -0.7147 2.9801 5.9154

Cartesian forces (eV/Å) of the 6 atoms listed first:
0.1 1.3 0.1
0.7 -0.8 -0.5
-0.4 -0.8 0.3
0.1 -0.1 0.0
0.2 -0.3 -0.7
0.2 1.3 0.3

Atomic charges from the natural (NBO) analysis, expressed in e, are listed below: atom 1 (C): -0.28, atom 2 (C): -0.27, atom 3 (C): -0.82, atom 4 (H): 0.21, atom 5 (C): -0.25, atom 6 (C): -0.27, atom 7 (H): 0.20, atom 8 (H): 0.20, atom 9 (H): 0.23, atom 10 (H): 0.19, atom 11 (Be): 1.53, atom 12 (Br): -0.76, atom 13 (C): -0.37, atom 14 (C): -0.37, atom 15 (C): -0.37, atom 16 (H): 0.17, atom 17 (C): -0.37, atom 18 (C): -0.36, atom 19 (H): 0.18, atom 20 (H): 0.17, atom 21 (H): 0.17, atom 22 (H): 0.17, atom 23 (N): -0.84, atom 24 (C): 0.65, atom 25 (N): -0.67, atom 26 (C): 0.47, atom 27 (N): -0.53



Computed, not measured: a structure of composition C12H10BrCl3O2Ti at a distorted geometry, with ωB97M-V with the def2-TZVPD basis set.

Output
HOMO-LUMO gap (alpha / beta) in Ha: 0.130 / 0.182
HOMO level (alpha / beta) in eV: 1.25 / -0.19
LUMO energy (alpha / beta) in eV: 4.78 / 4.76
Total charge: -2
Multiplicity: 3
Energy relative to the best compared isomer or geometry (same formula, charge and spin) in kcal/mol: 0.0
E in eV: -147426.0643

Geometry (Å):
C1 -1.0756 2.0104 0.7730
C2 -1.0551 1.1560 1.9301
C3 0.2388 0.5121 2.0103
H1 -1.8197 1.0731 2.6920
C4 1.0280 0.9747 0.9115
C5 0.2431 1.9137 0.1492
H2 0.6215 2.5701 -0.6216
H3 -1.8694 2.6886 0.5008
H4 0.6216 -0.0106 2.8794
H5 2.0756 0.7655 0.7759
Ti1 -0.8553 0.0202 -0.1286
Br1 -1.1750 -0.0640 -2.3415
C6 -1.3813 0.5688 -5.0969
C7 -0.6739 1.7965 -5.0105
C8 -1.5477 2.7774 -4.4652
H6 0.3403 1.9571 -5.3355
C9 -2.8039 2.1594 -4.2145
C10 -2.7149 0.7973 -4.5929
H7 -3.4986 0.0619 -4.5278
H8 -0.9910 -0.3656 -5.4634
H9 -1.3139 3.8196 -4.3244
H10 -3.6849 2.6471 -3.8327
Cl1 -3.3290 -3.4030 2.1795
C11 -1.5811 -3.0893 2.1177
Cl2 -1.0037 -2.3525 3.6665
Cl3 -0.6408 -4.5616 1.7293
C12 -1.3620 -1.9951 1.0462
O1 -2.2865 -1.1413 0.7537
O2 -0.1869 -1.7857 0.5219

Cartesian forces (eV/Å) of the 6 atoms listed first:
1.5 0.3 1.0
1.8 0.5 -0.1
-0.8 2.1 -0.4
-0.1 -0.3 -0.4
-1.2 1.0 0.3
-0.4 0.5 1.5

Atomic charges from the natural (NBO) analysis, expressed in e, are listed below: atom 1 (C): -0.39, atom 2 (C): -0.28, atom 3 (C): -0.27, atom 4 (H): 0.23, atom 5 (C): -0.32, atom 6 (C): -0.35, atom 7 (H): 0.25, atom 8 (H): 0.24, atom 9 (H): 0.24, atom 10 (H): 0.22, atom 11 (Ti): 0.95, atom 12 (Br): -0.17, atom 13 (C): -0.37, atom 14 (C): -0.36, atom 15 (C): -0.38, atom 16 (H): 0.17, atom 17 (C): -0.36, atom 18 (C): -0.37, atom 19 (H): 0.18, atom 20 (H): 0.18, atom 21 (H): 0.17, atom 22 (H): 0.17, atom 23 (Cl): -0.02, atom 24 (C): -0.22, atom 25 (Cl): -0.27, atom 26 (Cl): -0.03, atom 27 (C): 0.58, atom 28 (O): -0.70, atom 29 (O): -0.71



Computed, not measured: a structure of composition C12H10CdCl3GeN2O, with ωB97M-V with the def2-TZVPD basis set.

Output
HOMO-LUMO gap (alpha / beta) in Ha: 0.327 / 0.259
HOMO level (alpha / beta) in eV: -9.06 / -9.06
LUMO energy (alpha / beta) in eV: -0.15 / -2.01
Multiplicity: 2
Energy relative to the best compared isomer or geometry (same formula, charge and spin) in kcal/mol: 6.6
E in eV: -116282.1203

Geometry (Å):
Cd1 -1.6948 -0.7986 -0.3525
N1 -3.8131 1.4720 -3.3543
C1 -3.0335 1.1703 -2.3224
O1 -2.4220 0.0967 -2.2732
C2 -2.8626 2.1993 -1.2208
C3 -2.9115 1.5700 0.1286
H1 -4.0626 0.7231 -3.9865
H2 -4.3922 2.2917 -3.3372
H3 -3.6228 2.9832 -1.3090
H4 -1.8960 2.6787 -1.3843
H5 -3.7799 0.9882 0.4144
H6 -2.2372 1.8937 0.9072
N2 7.7411 -0.2697 3.1728
C4 6.6654 -0.3269 2.7704
C5 5.3200 -0.3968 2.2698
C6 4.4782 -1.4307 2.6750
C7 3.1849 -1.4965 2.1901
C8 2.7149 -0.5329 1.2949
C9 3.5672 0.5002 0.8945
C10 4.8598 0.5701 1.3770
C11 1.3743 -0.6039 0.7901
C12 0.2340 -0.6778 0.3866
H7 4.8413 -2.1772 3.3679
H8 2.5278 -2.2969 2.5008
H9 3.2037 1.2448 0.2000
H10 5.5185 1.3694 1.0668
Cl1 -5.8992 -4.3101 -1.5914
Ge1 -4.3265 -3.0151 -2.4175
Cl2 -5.6324 -1.2043 -2.8408
Cl3 -3.6448 -2.2140 -0.0172

Cartesian forces (eV/Å) of the 6 atoms listed first:
0.1 -0.3 0.1
0.0 0.0 0.0
0.0 0.2 0.0
0.0 -0.2 -0.1
0.0 0.0 0.0
-0.1 0.0 0.0

Atomic charges from the natural (NBO) analysis, expressed in e, are listed below: atom 1 (Cd): 1.54, atom 2 (N): -0.76, atom 3 (C): 0.72, atom 4 (O): -0.74, atom 5 (C): -0.59, atom 6 (C): -0.32, atom 7 (H): 0.44, atom 8 (H): 0.41, atom 9 (H): 0.24, atom 10 (H): 0.26, atom 11 (H): 0.21, atom 12 (H): 0.21, atom 13 (N): -0.30, atom 14 (C): 0.28, atom 15 (C): -0.18, atom 16 (C): -0.15, atom 17 (C): -0.18, atom 18 (C): -0.14, atom 19 (C): -0.18, atom 20 (C): -0.16, atom 21 (C): 0.02, atom 22 (C): -0.68, atom 23 (H): 0.23, atom 24 (H): 0.23, atom 25 (H): 0.22, atom 26 (H): 0.23, atom 27 (Cl): -0.52, atom 28 (Ge): 0.93, atom 29 (Cl): -0.59, atom 30 (Cl): -0.66